[1]
ORCA calculation (ωB97M-V/def2-TZVPD) on an isolated molecule of C8H18O3Si.

Properties
spin multiplicity: 1
total charge: 0
calculated total energy: -22609.503 eV

Structure (XYZ):
```
30
C8H18O3Si, DFT ωB97M-V/def2-TZVPD
C 0.57482 3.65831 0.65493
C 0.66260 2.58195 -0.07384
C -2.83234 -0.03352 -1.42609
C -2.66924 -0.87560 0.92882
C 1.80229 -2.09557 0.75253
C 2.22416 -1.25553 -1.63743
C -2.22982 0.13931 -0.04086
C 2.53478 -1.02730 -0.11033
O 0.04476 0.70460 1.96211
O -0.88598 -0.08252 -0.36895
O 1.90273 0.26598 0.25032
Si 0.47386 0.82631 0.47036
H 0.86207 4.53799 0.19994
H 0.32097 3.49984 1.69206
H 1.01886 2.69421 -1.08067
H -2.66893 -1.12385 -1.88756
H -3.93287 0.10186 -1.55240
H -2.37590 0.56831 -2.14213
H -3.49919 -1.50997 0.56795
H -2.87151 -0.46637 1.88166
H -1.79784 -1.53276 1.04634
H 1.81442 -3.03726 0.20678
H 2.42978 -2.30294 1.64044
H 0.79722 -1.76067 0.93502
H 1.19589 -1.05534 -1.85440
H 2.54235 -2.30791 -1.91343
H 2.77661 -0.62721 -2.23708
H -2.32890 1.15860 0.30813
H 3.54695 -0.79048 0.22213
H 0.56740 1.14755 2.60564
```

Atomic partial charges in e from the Löwdin method, atoms 1 to 4:
1. C -0.038
2. C -0.166
3. C -0.069
4. C -0.049

[2]
ORCA calculation (ωB97M-V/def2-TZVPD) on a cluster of 11 separate species, C33H88O33S11 in total.

Properties
spin multiplicity: 1
total charge: 0
calculated total energy: -222395.372 eV

Structure (XYZ):
```
165
C33H88O33S11, DFT ωB97M-V/def2-TZVPD
O 6.67099 -1.39368 4.37300
S 6.43732 -2.03444 5.63945
O 7.18104 -1.73542 6.82220
O 4.82583 -1.76439 5.98503
C 3.88665 -2.02720 4.91947
C 3.10061 -0.74217 4.69784
C 6.38821 -3.81073 5.38443
H 3.31789 -2.93151 5.14152
H 4.43326 -2.24480 3.99871
H 3.80948 -0.06739 4.20813
H 2.69861 -0.16168 5.52230
H 2.37984 -0.96041 3.90404
H 5.61473 -4.26218 6.00048
H 7.37302 -4.26658 5.38777
H 5.99426 -3.95414 4.37464
O -3.94079 2.69181 1.48573
S -2.65758 3.24158 1.08975
O -1.41989 2.49783 1.04892
O -2.96035 3.94154 -0.36674
C -1.77834 4.46455 -1.04216
C -1.84141 3.90989 -2.47535
C -2.33549 4.76018 2.05355
H -0.83757 4.35126 -0.50682
H -1.89913 5.55072 -1.09311
H -0.91621 4.29220 -2.92146
H -2.69010 4.23446 -3.06798
H -1.76876 2.82415 -2.49184
H -3.23454 5.36997 2.00252
H -1.48154 5.34258 1.71279
H -2.09831 4.52506 3.08873
O -3.09687 -0.12157 6.77799
S -4.01540 -0.20512 5.68238
O -3.63676 -0.79728 4.42191
O -5.39712 -0.90052 6.22338
C -5.48610 -1.10158 7.61996
C -6.89753 -1.52100 7.95908
C -4.68128 1.46462 5.37369
H -5.31958 -0.20614 8.22874
H -4.81644 -1.90593 7.92641
H -7.08980 -2.45374 7.42007
H -7.66486 -0.81128 7.65224
H -6.99069 -1.78889 9.01086
H -3.89208 2.17239 5.62259
H -5.36181 1.58018 6.21541
H -5.01290 1.44186 4.34265
O -0.07837 -3.01532 0.99484
S -0.07313 -1.57026 0.96082
O 0.74788 -0.75701 1.84109
O 0.15048 -1.08679 -0.53591
C 0.45632 0.31255 -0.83082
C 0.06264 0.57318 -2.25521
C -1.81650 -1.07593 1.24614
H 1.50934 0.47154 -0.59638
H -0.14448 0.86647 -0.10795
H 0.55510 -0.02841 -3.01802
H 0.24297 1.60941 -2.54834
H -1.01584 0.43406 -2.36118
H -2.44076 -1.51632 0.46890
H -1.94292 -0.00306 1.09420
H -2.14552 -1.33591 2.24892
O 1.65082 4.15816 5.61031
S 0.31593 4.46441 5.16240
O 0.04363 5.60841 4.36950
O -0.19639 3.17680 4.25653
C 0.29087 1.89119 4.60431
C -0.84447 0.90933 4.24252
C -0.88634 4.25878 6.46148
H 0.39333 1.85247 5.69160
H 1.20220 1.56148 4.10708
H -1.63742 1.18018 3.54635
H -1.44763 0.79733 5.14992
H -0.47908 -0.09334 4.03008
H -1.74760 4.77776 6.04123
H -0.56684 4.71470 7.39654
H -1.13242 3.22241 6.67971
O -5.54955 -6.35878 4.81637
S -6.46521 -5.25429 4.81839
O -6.93379 -4.68962 6.05573
O -5.74078 -4.06632 3.94654
C -5.05445 -4.38389 2.72549
C -3.56842 -4.24349 3.04003
C -7.89716 -5.57780 3.76550
H -5.45884 -3.75582 1.93681
H -5.17897 -5.46157 2.57896
H -3.36207 -3.29509 3.54003
H -2.97827 -4.50900 2.16294
H -3.26789 -4.91838 3.84526
H -7.57342 -5.86828 2.77007
H -8.61169 -4.76647 3.84080
H -8.31626 -6.47856 4.21963
O 2.37086 7.39345 -3.97828
S 2.26478 6.79338 -2.67433
O 1.38871 7.27171 -1.64262
O 1.86353 5.21283 -2.95598
C 2.63743 4.57514 -4.00550
C 1.92640 3.38230 -4.56956
C 3.96757 6.58523 -2.01801
H 3.57604 4.21442 -3.57622
H 2.86709 5.29397 -4.78886
H 1.45438 2.71557 -3.84848
H 2.62362 2.71373 -5.07837
H 1.20960 3.66598 -5.34156
H 4.40543 6.16014 -2.92125
H 4.10472 5.90705 -1.17897
H 4.48628 7.49984 -1.73996
O -3.29475 -0.82693 -2.08386
S -3.87786 -1.80066 -2.98432
O -4.56744 -1.39520 -4.16603
O -2.79190 -2.91228 -3.38527
C -1.74921 -3.12776 -2.42330
C -1.19840 -4.52961 -2.57281
C -5.06265 -2.65218 -1.93048
H -2.18689 -3.07157 -1.42272
H -0.91539 -2.42481 -2.40894
H -0.53310 -4.75820 -1.73771
H -0.55171 -4.71889 -3.43421
H -1.95385 -5.31438 -2.62872
H -4.91072 -2.19436 -0.95770
H -5.07674 -3.73552 -1.97459
H -6.01002 -2.24560 -2.28622
O 1.80873 -2.19927 -3.05201
S 2.80116 -3.12511 -2.57846
O 3.16642 -4.30937 -3.34737
O 4.15661 -2.24874 -2.37902
C 5.36112 -2.87362 -1.89561
C 5.84669 -2.28072 -0.58621
C 2.39750 -3.57265 -0.89497
H 6.10322 -2.64674 -2.66235
H 5.26392 -3.95976 -1.91117
H 6.72260 -2.77312 -0.16902
H 5.04990 -2.24760 0.15855
H 6.13950 -1.24545 -0.76966
H 3.09703 -4.33279 -0.55575
H 1.39300 -3.98892 -0.85769
H 2.38071 -2.65457 -0.31521
O -0.41933 1.21669 -4.72436
S -0.77615 0.68193 -6.02180
O -1.72504 1.37742 -6.82318
O 0.60255 0.41847 -6.82855
C 0.82222 1.19328 -8.01190
C 0.48124 0.61237 -9.37658
C -1.27325 -1.07165 -5.85664
H 1.90797 1.37822 -8.01220
H 0.66991 2.25962 -7.81520
H 1.30571 0.67281 -10.08872
H -0.33747 1.17250 -9.82925
H 0.24010 -0.45047 -9.39849
H -2.36492 -1.05214 -5.81766
H -0.98593 -1.50216 -4.90063
H -0.97997 -1.65410 -6.72353
O 4.79252 2.89073 -7.02774
S 5.74520 2.35184 -6.06450
O 5.95290 3.00348 -4.80503
O 5.45247 0.77001 -5.78396
C 4.67605 0.34701 -4.65712
C 3.22283 0.03364 -4.93087
C 7.35576 2.15714 -6.91775
H 4.79931 1.12712 -3.89686
H 5.05858 -0.54562 -4.15679
H 2.80581 0.71044 -5.67333
H 2.57391 -0.02215 -4.06066
H 3.31279 -0.96981 -5.35691
H 8.12081 2.59906 -6.28473
H 7.36659 2.75080 -7.83007
H 7.48140 1.10721 -7.16037
```

Atomic partial charges in e from the Löwdin method, atoms 1 to 4:
1. O -0.293
2. S 0.633
3. O -0.267
4. O -0.270

[3]
ORCA calculation (ωB97M-V/def2-TZVPD) on a cluster of 2 separate species, C5H8O in total.

Properties
spin multiplicity: 1
total charge: 0
calculated total energy: -7357.804 eV

Structure (XYZ):
```
14
C5H8O, DFT ωB97M-V/def2-TZVPD
C -0.36208 -1.46522 0.63019
C -0.07952 -0.15029 -0.10707
C -1.04623 0.96201 0.15860
O -0.86106 1.87696 -0.86688
C 1.32048 0.23378 -0.06257
C 2.49441 0.49300 -0.12783
H 0.22345 -1.62088 1.55313
H -0.08478 -2.25650 -0.05909
H -1.42486 -1.56168 0.88193
H -0.30587 -0.05764 -1.58502
H -2.07277 0.55737 0.22106
H -0.76476 1.31131 1.16433
H -0.62371 1.14647 -1.65369
H 3.52628 0.75012 -0.21619
```

Atomic partial charges in e from the Löwdin method, atoms 1 to 4:
1. C -0.055
2. C -0.364
3. C -0.335
4. O -0.118

[4]
ORCA calculation (ωB97M-V/def2-TZVPD) on a cluster of 2 separate species, C5H12N2 in total.

Properties
spin multiplicity: 1
total charge: 0
calculated total energy: -8353.108 eV

Structure (XYZ):
```
19
C5H12N2, DFT ωB97M-V/def2-TZVPD
C -0.44590 -0.91035 -0.01570
C -1.53978 -0.25220 0.03349
C -1.63215 1.21497 -0.35985
C -2.85944 -0.92546 0.35310
C 2.74143 -0.83955 -0.47911
N 2.22091 1.35434 0.48958
N 2.40335 0.03726 0.61823
H 0.07628 -1.78205 0.29146
H -2.23900 1.64233 0.31238
H -2.03495 1.44359 -1.27540
H -0.78752 1.83736 -0.42422
H -2.77765 -0.87877 1.48419
H -2.91219 -1.92846 0.12744
H -3.61307 -0.40289 -0.21277
H 2.29624 -1.87739 -0.37469
H 2.60666 -0.40772 -1.55801
H 3.90421 -0.97963 -0.33158
H 1.66912 1.74114 1.28704
H 2.92347 1.91348 0.03442
```

Atomic partial charges in e from the Löwdin method, atoms 1 to 4:
1. C 0.141
2. C -0.438
3. C -0.058
4. C -0.057

ΔE to the lowest compared entry with this formula, charge and spin for every record listed, in sequence, given in kJ/mol: 41.0 327.5 429.5 678.1.